No. 1
DFT (the ωB97M-V functional and the def2-TZVPD basis) results for a cluster of 2 separate species, C8H13BCl3F3NO3S in total.

Last column: Löwdin charge in e.
Geometry (Å):
1 C -2.54 1.15 0.80  0.01
2 C -1.60 1.93 -0.07  -0.53
3 O -1.31 3.06 0.14  0.15
4 N -1.06 1.27 -1.22  -0.26
5 C 0.03 2.07 -1.83  -0.05
6 S -0.62 -0.34 -0.83  1.26
7 C 0.53 -0.97 -2.08  -0.27
8 C 2.00 -0.92 -1.59  -0.12
9 C 2.19 -0.67 -0.15  -0.26
10 F 1.83 0.55 0.31  0.01
11 C 2.75 -1.53 0.70  -0.31
12 F 2.74 -2.83 0.55  0.18
13 F 3.38 -1.16 1.80  0.17
14 B -2.18 -1.43 -1.09  -0.79
15 O -3.04 -1.11 -2.06  0.21
16 O -2.25 -2.50 -0.27  0.19
17 H -1.97 0.38 1.34  0.07
18 H -3.36 0.71 0.24  0.10
19 H -2.93 1.82 1.56  0.11
20 H 0.44 1.56 -2.70  0.08
21 H 0.82 2.26 -1.11  0.09
22 H -0.39 3.00 -2.18  0.11
23 H 0.21 -1.98 -2.28  0.11
24 H 0.39 -0.41 -3.00  0.10
25 H 2.45 -1.88 -1.83  0.13
26 H 2.56 -0.19 -2.16  0.14
27 H -3.92 -1.47 -1.85  0.15
28 H -2.15 -2.31 0.67  0.13
29 C 1.50 0.35 4.03  -1.55
30 Cl 0.30 -0.86 3.52  0.51
31 Cl 1.33 1.83 3.08  0.56
32 Cl 1.38 0.68 5.75  0.57
33 H 2.48 -0.06 3.83  0.00

Properties
**Net charge**: +1
**HOMO energy**: -13.02 eV
**Kohn-Sham gap**: 9.48 eV
**Calculated total energy**: -73364.7219 eV
**Largest force on an atom**: 0.0167 Eh/bohr



No. 2
DFT (the ωB97M-V functional and the def2-TZVPD basis) results for a cluster of 3 separate species, C8H13BFIO6 in total.

Last column: Löwdin charge in e.
Geometry (Å):
1 C -1.84 1.98 0.41  -0.01
2 C -1.08 2.19 -0.88  -0.31
3 C -0.92 3.63 -1.33  -0.09
4 O -0.77 3.48 -2.74  0.06
5 C -1.43 2.35 -3.11  -0.56
6 O -1.65 2.03 -4.23  0.16
7 O -1.79 1.64 -2.01  0.08
8 H -2.44 1.08 0.36  0.09
9 H -1.15 1.89 1.25  0.07
10 H -2.51 2.82 0.64  0.08
11 H -0.11 1.69 -0.83  0.15
12 H -0.06 4.12 -0.90  0.14
13 H -1.82 4.23 -1.14  0.14
14 C -0.86 -3.89 0.49  -0.01
15 C 0.44 -3.27 0.05  -0.31
16 C 1.56 -3.29 1.06  -0.09
17 O 2.35 -2.16 0.66  0.07
18 C 1.52 -1.28 0.05  -0.55
19 O 1.82 -0.17 -0.24  0.12
20 O 0.31 -1.84 -0.16  0.09
21 H -1.71 -3.34 0.09  0.09
22 H -0.93 -4.92 0.14  0.09
23 H -0.96 -3.90 1.58  0.08
24 H 0.77 -3.70 -0.90  0.16
25 H 2.16 -4.20 1.04  0.14
26 H 1.21 -3.11 2.08  0.14
27 F 1.04 1.41 2.11  0.08
28 B 2.35 1.46 1.94  -0.86
29 I 3.66 1.66 3.64  0.76
30 H 2.84 1.43 0.88  0.01

Properties
**SMILES**: C[C@@H]1COC(=O)O1.C[C@@H]1COC(=O)O1.FBI
**HOMO energy**: -9.84 eV
**Kohn-Sham gap**: 10.22 eV
**Calculated total energy**: -32288.4944 eV
**Largest force on an atom**: 0.0110 Eh/bohr



No. 3
DFT (the ωB97M-V functional and the def2-TZVPD basis) results for the ion C8H13Br2ClN4O4P with charge +1.

Last column: Löwdin charge in e.
Geometry (Å):
1 C 1.28 3.14 -0.75  -0.12
2 N -0.12 2.64 -0.76  -0.11
3 C -0.39 1.69 0.35  -0.15
4 C 0.03 0.24 0.00  -0.03
5 C -0.82 -0.82 -0.48  -0.20
6 C -2.33 -0.88 -0.83  -0.69
7 Br -2.51 -0.31 -2.72  0.71
8 C -3.26 -0.02 0.10  -0.74
9 C -3.21 -0.44 1.62  -0.15
10 Br -5.13 -0.42 -0.50  0.68
11 N -0.01 -1.97 -0.67  -0.43
12 Cl -0.49 -3.47 -1.27  0.83
13 C 1.29 -1.64 -0.34  -0.29
14 P 2.69 -2.93 -0.47  0.91
15 O 3.94 -2.34 -1.42  -0.27
16 O 3.20 -3.16 1.11  -0.28
17 N 1.33 -0.32 0.07  -0.02
18 O 2.39 0.43 0.45  0.00
19 N 3.23 -0.26 1.35  0.02
20 O 3.96 0.50 1.84  0.17
21 H 1.89 2.83 0.14  0.07
22 H 1.81 2.88 -1.71  0.09
23 H 1.25 4.27 -0.74  0.10
24 H -0.71 3.45 -0.59  0.11
25 H 0.23 2.00 1.25  0.13
26 H -1.45 1.80 0.67  0.11
27 H -2.67 -1.95 -0.78  0.07
28 H -3.15 1.08 -0.06  0.08
29 H -4.07 0.11 2.10  0.08
30 H -2.28 -0.11 2.15  0.08
31 H -3.45 -1.53 1.76  0.09
32 H 3.53 -1.83 -2.15  0.07
33 H 4.01 -2.63 1.29  0.06

Properties
**Net charge**: +1
**HOMO energy**: -12.67 eV
**Kohn-Sham gap**: 8.08 eV
**Calculated total energy**: -184540.5000 eV
**Largest force on an atom**: 0.0799 Eh/bohr



No. 4
DFT (the ωB97M-V functional and the def2-TZVPD basis) results for a cluster of 2 separate species, C8H13Cl4O2 in total.

Last column: Löwdin charge in e.
Geometry (Å):
1 C 3.18 -0.77 0.39  -0.12
2 C 1.97 -0.85 1.35  -0.26
3 C 1.33 0.51 1.64  -0.23
4 C 0.40 1.06 0.56  -0.21
5 C -0.60 0.08 -0.07  -0.24
6 C -1.76 -0.36 0.83  -0.14
7 C -1.41 -1.54 1.79  -0.74
8 O -1.72 -2.67 1.36  -0.08
9 O -0.72 -1.24 2.80  -0.09
10 H 4.03 -1.34 0.76  0.05
11 H 3.51 0.26 0.25  0.06
12 H 2.94 -1.17 -0.60  0.06
13 H 1.22 -1.53 0.94  0.09
14 H 2.27 -1.29 2.30  0.10
15 H 2.15 1.24 1.78  0.10
16 H 0.79 0.44 2.58  0.09
17 H -0.19 1.88 0.99  0.10
18 H 1.00 1.51 -0.25  0.10
19 H -1.03 0.57 -0.95  0.02
20 H -0.09 -0.82 -0.44  0.11
21 H -2.59 -0.69 0.20  0.08
22 H -2.10 0.50 1.43  0.10
23 C -2.51 1.24 -3.91  -2.05
24 Cl -3.26 1.42 -2.33  0.56
25 Cl -0.98 0.38 -3.78  0.55
26 Cl -3.60 0.34 -4.98  0.50
27 Cl -2.22 2.85 -4.61  0.50

Properties
**Net charge**: -1
**HOMO energy**: -4.08 eV
**Kohn-Sham gap**: 6.22 eV
**Calculated total energy**: -62692.8171 eV
**Largest force on an atom**: 0.0199 Eh/bohr
**Energy above the lowest of the compared OMol25 structures with the same formula, charge and spin**: 0.0 kcal per mole



No. 5
DFT (the ωB97M-V functional and the def2-TZVPD basis) results for a structure of composition C8H13CrN3O5.

Last column: Löwdin charge in e.
Geometry (Å):
1 Cr 0.03 0.00 1.49  1.27
2 O -0.56 1.23 -1.11  0.03
3 C -0.52 0.89 -2.26  -0.38
4 O 1.17 -1.16 -0.71  0.08
5 C 0.93 -1.19 -1.89  -0.44
6 O 1.45 -2.17 -2.69  0.08
7 N 0.14 -0.32 -2.67  0.08
8 C 1.05 -1.95 -4.08  -0.08
9 C 0.15 -0.73 -4.08  -0.11
10 H 0.52 -2.84 -4.46  0.15
11 H 1.93 -1.76 -4.70  0.14
12 H -0.88 -0.99 -4.41  0.15
13 H 0.58 0.08 -4.69  0.14
14 C -1.17 1.71 -3.32  -0.05
15 C -1.81 2.87 -2.98  0.12
16 H -1.08 1.35 -4.39  0.12
17 H -1.91 3.23 -1.92  0.10
18 H -2.27 3.47 -3.76  0.08
19 C 1.54 -1.53 5.50  0.02
20 O 0.53 -0.50 5.50  0.04
21 C 0.15 -0.18 4.25  -0.48
22 O 0.60 -0.77 3.22  -0.05
23 N -0.72 0.83 4.19  0.09
24 N -1.09 1.20 2.86  0.03
25 H 1.78 -1.73 6.53  0.11
26 H 2.43 -1.16 4.94  0.12
27 H 1.13 -2.43 5.00  0.12
28 H -1.03 1.25 5.05  0.20
29 H -2.11 1.09 2.81  0.16
30 H -0.95 2.21 2.79  0.16

Properties
**Net charge**: +2
**HOMO energy (alpha / beta)**: -16.19 / -16.19 eV
**2S+1**: 5
**Kohn-Sham gap (alpha / beta)**: 7.44 / 8.15 eV
**Expectation value of S²**: 6.011
**Calculated total energy**: -51619.8273 eV
**Largest force on an atom**: 0.0574 Eh/bohr
**Energy above the lowest of the compared OMol25 structures with the same formula, charge and spin**: 58.9 kcal per mole